Below is a structure of composition C34H57N3O3SiZn at a distorted geometry, with properties calculated with ωB97M-V with the def2-TZVPD basis set.

Summary:
2S+1: 1
Energy relative to the best compared isomer or geometry (same formula, charge and spin), eV: 0.0000
HOMO-LUMO gap, eV: 8.0
E_LUMO, eV: 0.5
Max |F|, eV Å⁻¹: 1.674
Highest occupied orbital energy, eV: -7.5850

Atoms and positions in Å:
O: 0.167 1.772 -0.156
O: 0.152 -1.795 -4.147
C: -0.786 2.415 -1.068
C: -0.633 3.912 -1.165
H: -1.772 2.131 -0.682
H: -0.643 1.952 -2.053
H: -0.648 4.399 -0.186
H: -1.461 4.312 -1.756
H: 0.294 4.196 -1.673
C: 1.541 2.053 -0.541
C: 1.852 1.747 -1.990
H: 2.164 1.447 0.124
H: 1.747 3.110 -0.319
H: 1.672 0.692 -2.229
H: 2.915 1.954 -2.165
H: 1.273 2.381 -2.670
C: 0.765 -3.092 -4.114
C: -0.017 -1.214 -5.445
C: 2.229 -3.043 -3.704
H: 0.684 -3.593 -5.095
H: 0.186 -3.652 -3.365
H: 2.825 -2.460 -4.419
H: 2.620 -4.066 -3.695
H: 2.360 -2.614 -2.700
C: 1.261 -1.053 -6.257
H: -0.472 -0.236 -5.244
H: -0.728 -1.827 -6.026
H: 2.036 -0.499 -5.712
H: 1.015 -0.491 -7.164
H: 1.671 -2.020 -6.575
H: -1.610 -1.819 -2.449
N: 0.812 2.378 2.948
C: 1.120 1.890 4.157
C: 0.895 0.581 4.587
C: 0.523 -0.559 3.868
C: 1.824 2.754 5.168
H: 1.618 3.822 5.037
H: 2.909 2.589 5.088
H: 1.524 2.442 6.178
C: 0.537 -1.857 4.643
H: 1.201 -2.605 4.183
H: -0.469 -2.294 4.753
H: 0.909 -1.635 5.651
N: 0.211 -0.544 2.567
C: 1.417 3.565 2.458
C: 0.602 4.692 2.192
C: -0.877 4.672 2.465
C: 1.231 5.851 1.728
H: 0.629 6.751 1.579
C: 2.607 5.894 1.482
H: 3.066 6.820 1.124
C: 3.401 4.769 1.714
H: 4.476 4.801 1.537
C: 2.809 3.595 2.180
C: 3.687 2.402 2.390
C: 0.210 -1.759 1.819
C: -0.947 -2.572 1.764
C: -2.228 -2.145 2.414
C: -0.862 -3.831 1.170
H: -1.749 -4.467 1.164
C: 0.324 -4.262 0.569
H: 0.362 -5.230 0.074
C: 1.461 -3.454 0.617
H: 2.401 -3.782 0.166
C: 1.423 -2.217 1.256
C: 2.667 -1.391 1.368
Zn: -0.526 1.248 1.897
H: -1.477 4.927 1.585
H: -1.140 5.371 3.271
H: -1.232 3.691 2.785
H: 3.112 1.471 2.396
H: 4.228 2.472 3.342
H: 4.460 2.316 1.612
H: -3.051 -2.748 2.012
H: -2.450 -1.082 2.258
H: -2.215 -2.324 3.500
H: 2.898 -1.103 2.403
H: 2.592 -0.476 0.765
H: 3.520 -1.965 0.990
H: 1.194 0.388 5.612
C: -2.281 -2.454 -1.837
Si: -3.899 -2.913 -2.700
H: -1.716 -3.361 -1.575
H: -2.466 -1.900 -0.905
C: -4.424 -1.423 -3.719
C: -5.268 -3.360 -1.484
C: -3.613 -4.387 -3.840
H: -4.549 -4.699 -4.326
H: -3.222 -5.251 -3.284
H: -2.888 -4.140 -4.629
H: -4.760 -0.605 -3.066
H: -5.244 -1.669 -4.407
H: -3.577 -1.052 -4.314
H: -5.332 -2.636 -0.660
H: -5.107 -4.354 -1.042
H: -6.247 -3.377 -1.986
O: -2.906 1.806 5.110
C: -2.561 1.581 3.981
N: -2.238 1.341 2.835

In the Löwdin picture, each atom carries the following charge in e: atom 1 (O): -0.23, atom 2 (O): -0.20, atom 3 (C): -0.22, atom 4 (C): -0.05, atom 5 (H): 0.12, atom 6 (H): 0.11, atom 7 (H): 0.05, atom 8 (H): 0.09, atom 9 (H): 0.08, atom 10 (C): -0.23, atom 11 (C): -0.06, atom 12 (H): 0.10, atom 13 (H): 0.11, atom 14 (H): 0.09, atom 15 (H): 0.09, atom 16 (H): 0.07, atom 17 (C): -0.27, atom 18 (C): -0.27, atom 19 (C): -0.08, atom 20 (H): 0.12, atom 21 (H): 0.11, atom 22 (H): 0.06, atom 23 (H): 0.08, atom 24 (H): 0.07, atom 25 (C): -0.09, atom 26 (H): 0.12, atom 27 (H): 0.12, atom 28 (H): 0.08, atom 29 (H): 0.08, atom 30 (H): 0.07, atom 31 (H): 0.02, atom 32 (N): 0.02, atom 33 (C): -0.33, atom 34 (C): -0.05, atom 35 (C): -0.32, atom 36 (C): -0.01, atom 37 (H): 0.09, atom 38 (H): 0.08, atom 39 (H): 0.09, atom 40 (C): 0.00, atom 41 (H): 0.10, atom 42 (H): 0.08, atom 43 (H): 0.08, atom 44 (N): 0.02, atom 45 (C): -0.21, atom 46 (C): -0.22, atom 47 (C): -0.04, atom 48 (C): -0.05, atom 49 (H): 0.12, atom 50 (C): -0.08, atom 51 (H): 0.10, atom 52 (C): -0.05, atom 53 (H): 0.11, atom 54 (C): -0.23, atom 55 (C): -0.05, atom 56 (C): -0.20, atom 57 (C): -0.22, atom 58 (C): -0.04, atom 59 (C): -0.07, atom 60 (H): 0.11, atom 61 (C): -0.09, atom 62 (H): 0.10, atom 63 (C): -0.06, atom 64 (H): 0.11, atom 65 (C): -0.22, atom 66 (C): -0.03, atom 67 (Zn): 0.75, atom 68 (H): 0.07, atom 69 (H): 0.10, atom 70 (H): 0.03, atom 71 (H): 0.06, atom 72 (H): 0.08, atom 73 (H): 0.09, atom 74 (H): 0.08, atom 75 (H): 0.05, atom 76 (H): 0.08, atom 77 (H): 0.08, atom 78 (H): 0.06, atom 79 (H): 0.08, atom 80 (H): 0.10, atom 81 (C): -0.17, atom 82 (Si): 0.46, atom 83 (H): 0.02, atom 84 (H): 0.02, atom 85 (C): -0.19, atom 86 (C): -0.19, atom 87 (C): -0.19, atom 88 (H): 0.03, atom 89 (H): 0.03, atom 90 (H): 0.02, atom 91 (H): 0.03, atom 92 (H): 0.03, atom 93 (H): 0.02, atom 94 (H): 0.03, atom 95 (H): 0.03, atom 96 (H): 0.03, atom 97 (O): 0.04, atom 98 (C): -0.50, atom 99 (N): 0.00